No. 1
ORCA calculation (ωB97M-V/def2-TZVPD) on C17H28ClNO2 in the gas phase.

Structure (XYZ):
```
49
Properties=species:S:1:pos:R:3
C -6.95506 -1.23709 0.36908
O -6.32216 -0.13324 0.96439
C -4.91519 -0.15168 0.88657
C -4.36343 0.11128 -0.51849
C -2.85993 0.37628 -0.47997
N -2.57417 1.54849 0.32404
H -3.01767 2.36621 -0.08310
C -1.17555 1.80768 0.57563
C -0.36084 2.29254 -0.63592
C 1.12697 2.38958 -0.31354
O 1.61710 1.07309 -0.16639
C 2.95068 0.86123 0.01889
C 3.84951 1.90739 0.19515
C 5.20058 1.67478 0.38158
C 5.64994 0.37219 0.39022
C 4.76728 -0.68238 0.21800
C 3.41036 -0.47392 0.02923
C 2.45270 -1.64494 -0.15611
C 3.16849 -2.99974 -0.13429
H 3.66332 -3.17153 0.81849
H 3.89710 -3.07492 -0.93800
H 2.43426 -3.79035 -0.27474
C 1.74104 -1.51722 -1.51027
H 1.08534 -2.37120 -1.66557
H 2.47159 -1.49086 -2.31620
H 1.14422 -0.61314 -1.55049
C 1.42599 -1.64081 0.98444
H 1.93068 -1.73536 1.94364
H 0.85366 -0.71996 0.98356
H 0.73932 -2.47678 0.87014
H 5.16994 -1.67995 0.23302
Cl 7.33454 0.03843 0.61780
H 5.88341 2.49806 0.51698
H 3.50403 2.92834 0.19387
H 1.65496 2.89897 -1.13175
H 1.27209 2.96103 0.61382
H -0.48576 1.59502 -1.46563
H -0.71982 3.27416 -0.95231
H -1.11904 2.56317 1.36601
H -0.73273 0.88485 0.95738
H -2.35101 -0.47184 -0.01150
H -2.49203 0.45816 -1.51741
H -4.87948 0.97939 -0.93456
H -4.55354 -0.74406 -1.16950
H -4.52775 -1.11105 1.26221
H -4.57769 0.64781 1.54931
H -6.55261 -2.18133 0.75735
H -8.01005 -1.16245 0.62703
H -6.85363 -1.23237 -0.72210
```

HOMO level: -8.405 eV
LUMO level: 0.71 eV
relative energy (zero: lowest compared OMol25 entry of this formula, charge and spin): 0.00 kJ/mol

Calculated atomic charges, method Mulliken, unit e: number 1, C, carries -0.681; number 2, O, carries -0.375; number 3, C, carries -0.477; number 4, C, carries -0.669; number 5, C, carries -0.490; number 6, N, carries -0.158; number 7, H, carries 0.273; number 8, C, carries -0.584; number 9, C, carries -0.401; number 10, C, carries -0.944; number 11, O, carries 0.000; number 12, C, carries 0.610; number 13, C, carries -0.754; number 14, C, carries -0.825; number 15, C, carries -0.162; number 16, C, carries -0.717; number 17, C, carries 0.326; number 18, C, carries 2.480; number 19, C, carries -2.398; number 20, H, carries 0.455; number 21, H, carries 0.458; number 22, H, carries 0.449; number 23, C, carries -1.498; number 24, H, carries 0.453; number 25, H, carries 0.332; number 26, H, carries 0.174; number 27, C, carries -1.248; number 28, H, carries 0.324; number 29, H, carries 0.006; number 30, H, carries 0.451; number 31, H, carries 0.532; number 32, Cl, carries -0.237; number 33, H, carries 0.427; number 34, H, carries 0.363; number 35, H, carries 0.537; number 36, H, carries 0.480; number 37, H, carries 0.213; number 38, H, carries 0.374; number 39, H, carries 0.273; number 40, H, carries -0.043; number 41, H, carries 0.310; number 42, H, carries 0.274; number 43, H, carries 0.287; number 44, H, carries 0.399; number 45, H, carries 0.260; number 46, H, carries 0.315; number 47, H, carries 0.297; number 48, H, carries 0.251; number 49, H, carries 0.278


No. 2
ORCA calculation (ωB97M-V/def2-TZVPD) on 2 unconnected molecules or ions with the total composition C21H28BrF10N4O6 in a non-equilibrium geometry.

Structure (XYZ):
```
70
Properties=species:S:1:pos:R:3
C -2.00116 -3.80422 4.05008
C -2.64989 -2.45128 3.40370
C -2.76643 -2.58369 1.79303
C -1.34340 -2.55800 1.03698
O -0.33176 -1.72986 1.68570
C 0.66306 -1.25295 0.72248
C 1.31375 -2.30852 -0.29878
C 2.92131 -2.33184 -0.33871
C 3.61445 -3.29444 0.74793
F 2.70394 -4.16925 1.44797
N 1.77532 -0.84820 1.68711
C 1.20299 0.29553 2.40594
N 1.45400 0.69053 3.66423
C 2.43860 -0.03249 4.51447
F 2.49260 0.61088 5.77114
F 3.73929 -0.02596 3.94196
F 1.98511 -1.36399 4.74876
N 0.25786 0.97615 1.48057
C 0.27468 2.45377 1.48171
F 1.50801 3.04093 1.90255
F -0.12041 3.06084 0.26432
C -0.83560 2.92742 2.59942
F -1.93682 3.52036 1.92649
F -1.34497 1.82409 3.35333
F -0.24712 3.86564 3.48280
C 0.32335 0.25185 0.18513
C -0.89996 0.27581 -0.85001
C -2.35259 0.36235 -0.20248
O -2.64018 0.54176 1.00347
Br -3.91883 0.17904 -1.45130
C 1.58638 0.69150 -0.75585
O 1.60719 0.46380 -2.00640
N 2.76337 1.36446 -0.17164
C 3.58230 2.06175 -1.17798
O 4.46600 1.49100 -1.86461
F 3.38513 3.47846 -1.33370
H -2.00425 -3.68958 5.20344
H -0.93948 -4.01448 3.67269
H -2.74217 -4.66667 3.83327
H -3.73549 -2.42648 3.80632
H -2.11271 -1.50343 3.75329
H -3.53541 -1.84280 1.37183
H -3.21965 -3.63720 1.60550
H -1.51043 -2.30136 -0.08229
H -0.94892 -3.64919 1.06380
H 0.96357 -3.39105 -0.16206
H 0.96357 -1.99654 -1.35990
H 3.42643 -1.30701 -0.27578
H 3.20975 -2.75762 -1.38057
H 4.16441 -2.62494 1.51275
H 4.44544 -3.93533 0.25365
H 1.74080 -1.67528 2.32252
H 0.99120 1.51347 4.09584
H -0.83264 1.11877 -1.63696
H -0.85404 -0.71393 -1.45031
H 3.36140 0.73268 0.38191
O -2.23214 0.55716 -3.61018
C -1.91655 1.54186 -4.24980
O -2.83523 2.18513 -4.98972
C -2.62079 3.45709 -5.62458
C -1.96824 3.28434 -6.98069
C -0.48754 2.00540 -4.30478
H -2.06519 4.13431 -4.97225
H -3.61091 3.90135 -5.75790
H -0.97790 2.83130 -6.89539
H -1.86453 4.24843 -7.48379
H -2.56633 2.62087 -7.61085
H 0.04442 1.43933 -5.07194
H -0.02381 1.81652 -3.33482
H -0.37626 3.07162 -4.49203
```

HOMO level: -12.132 eV
charge: +1
LUMO level: -4.71 eV

Calculated atomic charges, method Mulliken, unit e: number 1, C, carries -0.970; number 2, C, carries -0.388; number 3, C, carries -0.649; number 4, C, carries -0.342; number 5, O, carries -0.102; number 6, C, carries -0.486; number 7, C, carries -0.911; number 8, C, carries -0.154; number 9, C, carries -0.402; number 10, F, carries -0.296; number 11, N, carries -0.294; number 12, C, carries -0.727; number 13, N, carries 0.082; number 14, C, carries 0.648; number 15, F, carries -0.224; number 16, F, carries -0.208; number 17, F, carries -0.201; number 18, N, carries 0.434; number 19, C, carries 0.561; number 20, F, carries -0.303; number 21, F, carries -0.242; number 22, C, carries 0.736; number 23, F, carries -0.242; number 24, F, carries -0.193; number 25, F, carries -0.234; number 26, C, carries 2.188; number 27, C, carries -0.127; number 28, C, carries 0.039; number 29, O, carries -0.435; number 30, Br, carries -0.085; number 31, C, carries -1.121; number 32, O, carries -0.528; number 33, N, carries 0.205; number 34, C, carries 0.480; number 35, O, carries -0.436; number 36, F, carries -0.223; number 37, H, carries 0.323; number 38, H, carries 0.191; number 39, H, carries 0.324; number 40, H, carries 0.362; number 41, H, carries 0.103; number 42, H, carries 0.212; number 43, H, carries 0.427; number 44, H, carries 0.176; number 45, H, carries 0.483; number 46, H, carries 0.562; number 47, H, carries 0.385; number 48, H, carries -0.130; number 49, H, carries 0.562; number 50, H, carries 0.220; number 51, H, carries 0.327; number 52, H, carries 0.543; number 53, H, carries 0.318; number 54, H, carries -0.343; number 55, H, carries 0.601; number 56, H, carries 0.332; number 57, O, carries -0.524; number 58, C, carries 0.651; number 59, O, carries -0.354; number 60, C, carries -0.357; number 61, C, carries -0.964; number 62, C, carries -0.089; number 63, H, carries 0.347; number 64, H, carries 0.315; number 65, H, carries 0.274; number 66, H, carries 0.359; number 67, H, carries 0.303; number 68, H, carries 0.289; number 69, H, carries -0.424; number 70, H, carries 0.341


Q: Which Kohn-Sham gap values were calculated for the entries above? A: 9.12 7.42, in eV.